[1]
This record from the OMol25 dataset describes a structure of composition C19H51F2N3O10PS5 in a non-equilibrium geometry. The level of theory is ωB97M-V/def2-TZVPD.

As for the charge: -1. The calculation puts the HOMO energy at -6.259 eV. As for the maximum force: 16.7 eV/A. The value obtained for the total energy is -114358.309 eV. The calculation puts the orbital gap at 8.30 eV.

Cartesian coordinates (Å):
O 1.075 1.673 -1.224
P 0.033 0.901 -0.520
O -0.866 1.488 0.530
F 0.672 -0.460 0.167
F -0.927 0.279 -1.634
C -2.177 -0.907 2.417
C -3.067 -0.147 1.475
O -4.263 0.139 1.722
N -2.541 0.237 0.328
C -3.188 1.071 -0.664
H -2.434 -0.603 3.431
H -1.157 -0.632 2.151
H -2.312 -1.986 2.342
H -1.540 0.351 0.253
H -2.652 1.992 -0.894
H -4.098 1.453 -0.202
H -3.379 0.513 -1.581
C 0.022 1.442 3.377
C -1.195 2.396 3.208
O -1.553 3.183 4.046
N -1.889 2.263 2.027
C -3.166 2.933 1.677
H 0.379 1.005 2.445
H 0.013 0.664 4.141
H 0.825 2.133 3.630
H -1.503 1.675 1.302
H -4.042 2.383 2.022
H -3.181 2.886 0.588
H -3.293 3.984 1.935
C 3.504 2.463 -2.196
C 3.831 1.162 -1.485
O 4.966 0.729 -1.505
N 2.815 0.569 -0.845
C 2.907 -0.599 -0.072
H 2.623 2.847 -1.682
H 3.396 2.332 -3.273
H 4.200 3.269 -1.963
H 1.900 0.993 -0.906
H 2.072 -1.293 -0.162
H 3.000 -0.365 0.988
H 3.852 -1.089 -0.308
C -1.185 1.811 -3.396
S -0.142 0.543 -4.162
O -0.618 0.481 -5.624
C 1.609 1.263 -4.184
H -0.931 2.754 -3.881
H -0.930 1.883 -2.339
H -2.185 1.456 -3.644
H 2.367 0.680 -4.706
H 1.842 1.377 -3.125
H 1.577 2.271 -4.598
C -0.790 -4.673 1.495
S 0.294 -3.779 0.314
O 0.208 -4.562 -1.012
C -0.723 -2.238 0.046
H -0.192 -5.563 1.690
H -1.726 -4.962 1.018
H -0.953 -4.254 2.488
H -1.600 -2.482 -0.553
H -0.081 -1.527 -0.473
H -0.882 -1.733 0.999
C 2.003 3.818 0.310
S 3.194 2.533 1.014
O 4.191 3.279 1.875
C 2.043 1.588 2.118
H 2.427 4.359 -0.536
H 1.652 4.504 1.081
H 1.147 3.283 -0.099
H 1.316 2.264 2.567
H 2.675 1.143 2.887
H 1.410 0.893 1.566
C -1.887 -4.070 -2.636
S -2.258 -2.541 -3.654
O -3.680 -2.779 -4.109
C -2.306 -1.301 -2.283
H -0.866 -3.919 -2.284
H -1.942 -4.970 -3.248
H -2.546 -4.107 -1.768
H -1.416 -1.477 -1.680
H -3.156 -1.633 -1.687
H -2.453 -0.274 -2.618
C 0.498 -1.759 2.400
S 1.772 -2.952 3.024
O 1.330 -4.314 2.558
C 3.180 -2.379 1.917
H 0.794 -0.755 2.703
H -0.515 -1.984 2.735
H 0.489 -1.701 1.312
H 4.107 -2.732 2.370
H 3.205 -1.296 1.798
H 2.970 -2.790 0.930

=====

[2]
This record from the OMol25 dataset describes a structure of composition C20H38NO4Si2V in a non-equilibrium geometry. The level of theory is ωB97M-V/def2-TZVPD.

As for the charge: +2. The calculation puts the HOMO energy (spin up / spin down) at -14.641 / -14.793 eV. As for the maximum force: 1.8 eV/A. As for the spin multiplicity: 3. The value obtained for the total energy is -72466.753 eV. The calculation puts the orbital gap (spin up / spin down) at 8.10 / 8.73 eV.

Cartesian coordinates (Å):
V -0.664 0.028 -0.140
C -0.926 -1.402 2.386
C -1.391 -2.443 1.410
O -0.842 -2.037 0.129
C -1.319 -2.772 -1.025
C -2.695 -2.245 -1.385
O -2.695 -0.878 -0.961
C -3.805 -0.089 -1.421
C -4.146 0.848 -0.296
O -2.917 1.393 0.186
C -2.888 1.643 1.591
C -2.591 0.371 2.320
O -1.274 -0.077 1.884
H 0.155 -1.408 2.481
H -1.366 -1.544 3.372
H -2.478 -2.488 1.325
H -1.002 -3.427 1.668
H -1.301 -3.839 -0.811
H -0.604 -2.560 -1.812
H -3.506 -2.774 -0.883
H -2.847 -2.323 -2.463
H -4.660 -0.733 -1.631
H -3.525 0.427 -2.340
H -4.660 0.308 0.503
H -4.803 1.648 -0.643
H -3.822 2.082 1.948
H -2.092 2.368 1.759
H -3.313 -0.413 2.084
H -2.563 0.523 3.398
C 1.935 0.769 2.815
Si 2.463 -0.243 1.344
C 4.247 0.107 0.999
C 2.300 -2.076 1.675
C 1.343 0.212 -0.124
C 0.998 1.683 -0.231
C 1.873 2.767 -0.137
C 1.397 4.037 -0.372
C 0.048 4.238 -0.681
C -0.789 3.160 -0.703
N -0.324 1.911 -0.463
Si 1.882 -0.336 -1.858
C 0.381 0.061 -2.931
C 3.362 0.589 -2.431
C 2.218 -2.154 -1.915
H 2.081 0.217 3.748
H 0.892 1.089 2.776
H 2.551 1.670 2.885
H 4.802 -0.136 1.912
H 4.464 1.150 0.762
H 4.653 -0.521 0.204
H 2.263 -2.286 2.748
H 3.180 -2.598 1.290
H 1.426 -2.528 1.202
H 2.916 2.590 0.083
H 2.075 4.881 -0.330
H -0.340 5.225 -0.891
H -1.847 3.240 -0.895
H 0.324 1.120 -3.190
H -0.607 -0.192 -2.493
H 0.406 -0.516 -3.860
H 3.268 1.670 -2.314
H 3.512 0.387 -3.497
H 4.259 0.257 -1.907
H 1.326 -2.757 -2.090
H 2.704 -2.522 -1.012
H 2.898 -2.352 -2.749

=====

[3]
This record from the OMol25 dataset describes the ion C5H12NO with charge -1 in a non-equilibrium geometry. The level of theory is ωB97M-V/def2-TZVPD.

As for the charge: -1. The calculation puts the HOMO energy at -2.308 eV. As for the maximum force: 3.9 eV/A. For the energy above the lowest of the compared OMol25 structures with the same formula, charge and spin, the calculation gives 41.2 kcal per mole. The value obtained for the total energy is -8915.278 eV. The calculation puts the orbital gap at 6.16 eV.

Cartesian coordinates (Å):
C 1.993 1.058 -0.067
C 1.513 -0.406 0.162
N 0.032 -0.425 -0.144
C -0.417 -1.787 -0.411
C -0.955 0.272 0.599
C -2.024 0.937 -0.274
O -2.826 -0.004 -0.892
H 1.233 1.634 0.530
H 3.003 1.355 0.159
H 1.904 1.347 -1.062
H 1.839 -0.453 1.266
H 2.167 -1.114 -0.369
H -1.441 -1.687 -0.755
H 0.183 -2.179 -1.260
H -0.399 -2.499 0.414
H -0.374 0.966 1.270
H -1.421 -0.381 1.416
H -2.506 1.692 0.398
H -1.505 1.674 -0.980

=====

[4]
This record from the OMol25 dataset describes a structure of composition CH2INO3S in a non-equilibrium geometry. The level of theory is ωB97M-V/def2-TZVPD.

As for the charge: 0. The calculation puts the HOMO energy at -9.728 eV. As for the maximum force: 4.0 eV/A. For the energy above the lowest of the compared OMol25 structures with the same formula, charge and spin, the calculation gives 52.2 kcal per mole. The value obtained for the total energy is -27633.437 eV. The calculation puts the orbital gap at 7.84 eV.

Cartesian coordinates (Å):
C -0.702 1.032 0.066
N 2.037 -0.335 -0.220
O 2.452 -1.208 -0.925
O -0.235 -1.028 1.591
O -0.364 -1.356 -0.937
S 0.122 -0.668 0.215
I -2.708 0.732 0.350
H -0.388 1.285 -1.046
H -0.213 1.546 0.905

=====

[5]
This record from the OMol25 dataset describes a structure of composition C18H19Br2FGaO8. The level of theory is ωB97M-V/def2-TZVPD.

As for the charge: -1. The calculation puts the HOMO energy at -5.364 eV. As for the maximum force: 0.4 eV/A. The value obtained for the total energy is -230532.370 eV. The calculation puts the orbital gap at 5.39 eV.

Cartesian coordinates (Å):
C 6.572 0.594 -2.153
C 5.502 0.686 -3.205
Br 6.149 0.308 -4.964
C 4.211 0.970 -3.072
Br 3.706 1.243 -1.215
Ga 2.681 1.193 -4.456
C 1.397 2.595 -3.712
C 0.543 2.276 -2.513
C 0.013 0.856 -2.417
F -0.619 3.135 -2.508
H 7.552 0.452 -2.600
H 6.362 -0.222 -1.458
H 6.594 1.517 -1.569
H 3.351 1.796 -5.776
H 2.006 -0.229 -4.733
H 0.725 2.878 -4.528
H 1.995 3.483 -3.483
H 1.069 2.549 -1.596
H 0.695 0.234 -1.835
H -0.087 0.408 -3.405
H -0.963 0.862 -1.929
C 0.252 -0.716 2.652
C -0.226 -0.308 3.827
C -0.046 1.096 4.351
O -0.551 1.332 5.440
C 0.690 2.041 3.552
C 1.175 1.650 2.358
C 0.979 0.239 1.827
O 1.442 0.001 0.735
O 1.840 2.446 1.551
O -0.922 -1.100 4.654
H 0.111 -1.719 2.281
H 0.821 3.044 3.931
H 2.060 1.943 0.736
H -1.153 -0.529 5.416
C -5.511 -2.001 2.442
C -4.170 -1.957 2.526
C -3.279 -2.602 1.478
O -2.076 -2.494 1.620
C -3.901 -3.298 0.370
C -5.237 -3.341 0.297
C -6.126 -2.683 1.331
O -7.329 -2.781 1.150
O -5.914 -3.947 -0.668
O -3.540 -1.354 3.515
H -6.151 -1.541 3.182
H -3.258 -3.757 -0.368
H -6.858 -3.798 -0.458
H -2.573 -1.449 3.397